Entry from the Open Molecules 2025 dataset: 14 unconnected molecules or ions with the total composition C39H112N6O14 at a distorted geometry (the ωB97M-V functional and the def2-TZVPD basis).

The geometry in XYZ format:
```
171
Properties=species:S:1:pos:R:3
C 12.8303 -7.2201 23.8097
C 11.6936 -7.0875 22.8229
C 11.1493 -5.7271 22.8816
O 10.2307 -5.4413 21.8074
C 9.6003 -4.1516 22.0319
N 12.2888 -7.2205 21.5152
H 13.1649 -8.2497 23.9370
H 12.4777 -7.0139 24.8203
H 13.7470 -6.6538 23.6448
H 10.8939 -7.7979 23.0325
H 11.9435 -4.9806 22.8836
H 10.6453 -5.5198 23.8256
H 10.3954 -3.4102 22.1103
H 9.0437 -3.9740 22.9521
H 9.0187 -3.8239 21.1702
H 11.6485 -6.7017 20.9313
H 13.1616 -6.7356 21.3630
C 14.1514 -3.7700 20.6198
C 15.6656 -4.1208 20.6578
C 16.0331 -5.5694 20.5047
O 15.2739 -6.4771 21.3228
C 15.7472 -7.8138 21.5189
N 16.4066 -3.3267 19.6389
H 13.9894 -2.6938 20.5609
H 13.5662 -4.1383 21.4624
H 13.6810 -4.2733 19.7750
H 16.0312 -3.8011 21.6336
H 17.0907 -5.5880 20.7676
H 15.9929 -5.8230 19.4454
H 15.2561 -8.2535 22.3870
H 16.8113 -7.7399 21.7433
H 15.6426 -8.3894 20.5992
H 16.2349 -2.3341 19.7113
H 17.3854 -3.3714 19.8843
C 17.8260 -11.0312 15.3568
C 16.8329 -9.9086 15.6262
C 17.5343 -8.7783 16.4577
O 18.1898 -9.1772 17.6173
C 18.8261 -8.1010 18.3030
N 16.3325 -9.4515 14.3815
H 17.3346 -11.8701 14.8641
H 18.2205 -11.5220 16.2465
H 18.6684 -10.6938 14.7529
H 15.9777 -10.2168 16.2276
H 16.8482 -7.9705 16.7122
H 18.3522 -8.3583 15.8723
H 18.1405 -7.2666 18.4512
H 19.6554 -7.7592 17.6837
H 19.2830 -8.3344 19.2647
H 17.1306 -8.9795 13.9812
H 15.7626 -8.6307 14.5282
C 6.4882 -1.9344 20.8695
C 5.8583 -3.1132 20.0336
C 6.8564 -4.2858 19.6487
O 6.1989 -5.0202 18.6182
C 6.4367 -4.4883 17.2976
N 4.7404 -3.5664 20.8386
H 6.9694 -2.4544 21.6978
H 5.6721 -1.2835 21.1831
H 7.2128 -1.3268 20.3274
H 5.3716 -2.7147 19.1434
H 6.9602 -4.9806 20.4822
H 7.8462 -3.9608 19.3280
H 6.2309 -3.4221 17.3922
H 5.7236 -4.8700 16.5669
H 7.3691 -4.6955 16.7724
H 4.4491 -4.3921 20.3352
H 4.9659 -3.9416 21.7489
C 8.3958 -6.0528 13.3987
C 9.0745 -6.5914 14.6181
C 9.6087 -7.9959 14.2476
O 8.4782 -8.8503 14.1392
C 8.7759 -10.2457 13.8455
N 10.1789 -5.7273 14.8901
H 7.4547 -6.5590 13.1839
H 9.1040 -6.0236 12.5707
H 8.1053 -5.0169 13.5740
H 8.5052 -6.7341 15.5366
H 10.3105 -8.4388 14.9542
H 10.2170 -7.9260 13.3458
H 9.3695 -10.4278 12.9496
H 7.8475 -10.8147 13.7956
H 9.3840 -10.5089 14.7110
H 9.8264 -4.7811 14.9117
H 10.5015 -5.9528 15.8202
C 13.8957 -8.0582 18.2766
C 12.4523 -7.8565 17.7543
C 12.1243 -6.4164 17.6158
O 10.6986 -6.2696 17.4665
C 9.9900 -6.3562 18.7206
N 12.3301 -8.5524 16.4953
H 14.0619 -9.1327 18.3538
H 14.0582 -7.5278 19.2148
H 14.5724 -7.5639 17.5796
H 11.7823 -8.3728 18.4418
H 12.5094 -5.9832 16.6927
H 12.5201 -5.6913 18.3269
H 10.1156 -7.2500 19.3317
H 8.9216 -6.4021 18.5094
H 10.1792 -5.5254 19.4005
H 12.5834 -9.5231 16.6126
H 11.3320 -8.6362 16.3655
O 14.3824 -7.2818 14.9050
H 13.7151 -7.6555 15.4807
H 14.9615 -6.7964 15.4925
O 12.6458 -11.2619 16.6316
H 13.2006 -11.4748 15.8812
H 13.1312 -11.5886 17.3892
O 15.7497 -5.3233 16.1080
H 16.6207 -5.1830 16.4793
H 15.3643 -4.4483 16.0628
C 7.9730 -7.7017 22.0317
C 6.6440 -8.3532 21.8486
C 5.6822 -7.4457 21.1367
O 6.7933 -9.5361 21.1632
H 7.9169 -6.7903 22.6270
H 8.4557 -7.3105 21.1362
H 8.7107 -8.3288 22.5324
H 6.2079 -8.5278 22.8322
H 4.7583 -7.9806 20.9167
H 6.0233 -7.0013 20.2017
H 5.4603 -6.5388 21.6993
H 5.9362 -9.9661 21.1170
C 12.2972 -12.2812 13.6115
C 13.3696 -11.1970 13.4248
C 12.8133 -9.7990 13.3077
O 14.2880 -11.2312 14.5019
H 11.4595 -12.0128 14.2552
H 12.6968 -13.1634 14.1117
H 11.9700 -12.6631 12.6444
H 13.9232 -11.6149 12.5840
H 12.3196 -9.6371 14.2658
H 12.1776 -9.7047 12.4273
H 13.6196 -9.0744 13.1935
H 14.9958 -10.6197 14.2859
C 6.3045 -10.3580 16.3143
C 5.9978 -8.8628 16.1827
C 6.9600 -8.1389 17.0636
O 6.0485 -8.4121 14.8780
H 5.8181 -10.9167 15.5147
H 5.9677 -10.7056 17.2909
H 7.3595 -10.6293 16.3539
H 4.9778 -8.7576 16.5522
H 7.9892 -8.4823 16.9594
H 6.6930 -8.4407 18.0764
H 6.9759 -7.0515 16.9890
H 6.9314 -8.6273 14.5687
C 9.4537 -9.7297 18.9425
C 9.1156 -11.2345 19.1796
C 10.2695 -12.1641 18.9169
O 8.7595 -11.2665 20.5677
H 9.6968 -9.5895 17.8892
H 10.2364 -9.4575 19.6507
H 8.6176 -9.0543 19.1235
H 8.2441 -11.4534 18.5628
H 9.9841 -13.2042 19.0747
H 11.1757 -11.9154 19.4691
H 10.5133 -12.0650 17.8591
H 8.1033 -10.5879 20.7419
C 15.6121 -13.8574 18.5499
C 14.5525 -12.9019 19.1686
C 14.3875 -12.9288 20.6275
O 14.8165 -11.5710 18.9037
H 16.5537 -13.6179 19.0441
H 15.7974 -13.6015 17.5067
H 15.4438 -14.9336 18.5890
H 13.6907 -13.1192 18.5375
H 13.4409 -12.5258 20.9875
H 15.1533 -12.3967 21.1919
H 14.3842 -13.9635 20.9703
H 15.6862 -11.2889 19.1963
```

The value obtained for the total energy is -79860.0725 eV. For the largest force on an atom, the calculation gives 2.867 eV Å⁻¹. As for the multiplicity: 1. For the lowest unoccupied orbital energy, the calculation gives 0.27 eV.